# 1
{
  "formula": "C3H6Br3NO",
  "method": "the ωB97M-V functional and the def2-TZVPD basis",
  "elements": ["C", "Br", "Br", "Br", "H", "O", "C", "N", "C", "H", "H", "H", "H", "H"],
  "positions_angstrom": [[6.7426, 24.0129, 28.8444], [8.4692, 23.9453, 29.8009], [6.0693, 22.2098, 28.4819], [6.8969, 25.0497, 27.2072], [6.0740, 24.5150, 29.5287], [4.1926, 26.2657, 29.9681], [5.0777, 26.9633, 30.4411], [6.0465, 27.5301, 29.6812], [5.0751, 27.3039, 31.9104], [6.1102, 27.2205, 28.7257], [6.7572, 28.0206, 30.1918], [5.3862, 26.4875, 32.5764], [4.0388, 27.4712, 32.1990], [5.7326, 28.0871, 32.2975]],
  "forces_ev_per_a": [[0.6, -0.5, 0.0], [-0.6, 0.0, -0.4], [0.3, 0.8, 0.2], [-0.1, -0.3, 0.4], [-0.3, 0.0, -0.2], [0.5, -0.1, 0.1], [-0.6, 0.0, 0.0], [-0.3, -0.2, 0.8], [0.1, -0.3, 1.3], [0.3, 0.2, -0.1], [0.4, 0.1, -0.6], [-0.1, -0.5, -0.7], [0.0, 0.3, -0.1], [-0.2, 0.4, -0.7]],
  "mulliken_charge": [-0.0439, -0.0196, -0.0124, -0.0382, 0.0796, -0.6000, 0.7172, -0.3142, -1.0408, 0.1735, 0.1932, 0.2782, 0.2781, 0.3493],
  "homo_energy_ev": -10.09,
  "gap_ev": 9.913,
  "charge": 0,
  "relative_energy_ev": 0.066
}



# 2
{
  "formula": "C56H47F3MoN2O2P2S",
  "method": "the ωB97M-V functional and the def2-TZVPD basis",
  "elements": ["Mo", "C", "C", "C", "C", "C", "C", "C", "C", "S", "C", "N", "C", "C", "C", "C", "C", "C", "C", "C", "H", "H", "H", "H", "H", "H", "H", "H", "H", "H", "H", "H", "H", "H", "H", "H", "O", "P", "C", "P", "O", "C", "C", "C", "C", "C", "C", "C", "C", "C", "C", "C", "C", "C", "C", "C", "C", "C", "C", "C", "C", "C", "C", "C", "C", "H", "H", "H", "H", "H", "H", "H", "H", "H", "H", "H", "H", "H", "H", "H", "H", "H", "H", "H", "H", "H", "H", "C", "C", "C", "N", "C", "C", "H", "H", "H", "H", "H", "F", "C", "F", "F", "C", "C", "C", "C", "C", "C", "C", "C", "H", "H", "H", "H"],
  "positions_angstrom": [[-1.0537, -1.1528, 0.4558], [1.2187, 5.0804, -0.9958], [-0.2436, 4.6993, -1.2706], [-1.0512, 5.9677, -1.5911], [-0.3058, 3.7988, -2.5057], [-0.8107, 4.0131, -0.0280], [-1.0978, 4.7863, 1.1142], [-1.6437, 4.2370, 2.2513], [-1.8954, 2.8699, 2.2645], [-2.5585, 1.9114, 3.5464], [-2.3712, 0.5105, 2.5773], [-1.8739, 0.7120, 1.3829], [-1.5899, 2.0656, 1.1658], [-1.0451, 2.6501, 0.0174], [-2.6232, -0.8485, 3.0077], [-3.2112, -1.1872, 4.2219], [-3.3584, -2.5243, 4.5552], [-2.9220, -3.5095, 3.6783], [-2.3462, -3.1610, 2.4602], [-2.1855, -1.8245, 2.1081], [1.6462, 5.5930, -1.8600], [1.8207, 4.1889, -0.7918], [1.2997, 5.7494, -0.1354], [-0.6661, 6.4233, -2.5050], [-0.9880, 6.7187, -0.8034], [-2.1040, 5.7254, -1.7509], [0.1035, 4.3344, -3.3641], [-1.3364, 3.5242, -2.7429], [0.2701, 2.8779, -2.3928], [-0.9029, 5.8506, 1.1017], [-1.8732, 4.8542, 3.1104], [-0.8447, 2.0243, -0.8370], [-3.5543, -0.4158, 4.9028], [-3.8224, -2.7992, 5.4936], [-3.0403, -4.5536, 3.9385], [-2.0285, -3.9471, 1.7842], [0.4042, -0.5399, 1.7725], [1.8050, -0.7245, 2.3561], [2.4292, -2.3261, 1.7484], [1.8779, -2.6340, 0.0398], [0.3465, -2.5731, -0.0228], [2.6354, -1.3478, -0.9272], [1.9655, -0.1552, -1.1906], [2.6598, 0.8888, -1.7853], [3.9970, 0.7462, -2.1271], [4.6587, -0.4488, -1.8768], [3.9826, -1.4929, -1.2703], [2.4536, -4.2319, -0.4809], [2.6200, -5.2682, 0.4380], [2.9921, -6.5266, -0.0074], [3.1946, -6.7501, -1.3633], [3.0236, -5.7204, -2.2813], [2.6539, -4.4591, -1.8446], [1.6777, -0.8331, 4.1225], [2.5722, -0.1687, 4.9581], [2.4256, -0.2764, 6.3334], [1.3920, -1.0366, 6.8636], [0.4961, -1.6950, 6.0266], [0.6339, -1.5983, 4.6525], [2.8506, 0.6299, 1.8792], [2.2200, 1.8664, 1.7242], [2.9767, 2.9847, 1.4143], [4.3537, 2.8671, 1.2615], [4.9789, 1.6369, 1.4192], [4.2311, 0.5118, 1.7324], [2.0152, -3.0916, 2.4086], [3.5181, -2.3937, 1.7931], [0.9170, 0.0105, -0.9490], [2.1496, 1.8216, -1.9816], [4.5247, 1.5665, -2.5964], [5.6983, -0.5667, -2.1533], [4.5013, -2.4245, -1.0724], [2.4628, -5.1094, 1.4977], [3.1273, -7.3306, 0.7031], [3.4917, -7.7325, -1.7065], [3.1844, -5.8985, -3.3359], [2.5290, -3.6547, -2.5599], [3.3700, 0.4356, 4.5428], [3.1143, 0.2385, 6.9896], [1.2800, -1.1142, 7.9372], [-0.3122, -2.2801, 6.4454], [-0.0764, -2.0961, 3.9999], [1.1454, 1.9536, 1.8354], [2.4896, 3.9436, 1.2961], [4.9451, 3.7418, 1.0219], [6.0514, 1.5541, 1.3026], [4.7303, -0.4417, 1.8592], [-4.3292, -4.0676, -1.9642], [-2.9708, -4.3017, -2.1083], [-2.0787, -3.5348, -1.3850], [-2.4767, -2.5818, -0.5353], [-3.7933, -2.3574, -0.3965], [-4.7435, -3.0737, -1.0903], [-5.0521, -4.6467, -2.5241], [-2.5998, -5.0650, -2.7771], [-1.0130, -3.6813, -1.4792], [-4.0800, -1.5740, 0.2902], [-5.7917, -2.8512, -0.9459], [-3.1404, 3.3280, -7.7515], [-4.1063, 3.0680, -6.8576], [-5.0263, 2.3075, -7.4741], [-4.6930, 4.2312, -6.5403], [-3.5566, 2.3707, -5.6382], [-2.5024, 1.4798, -5.7820], [-2.0160, 0.8028, -4.6753], [-2.5838, 1.0203, -3.4181], [-3.6474, 1.9187, -3.2878], [-4.1333, 2.5891, -4.3954], [-2.0762, 0.3475, -2.2601], [-1.6701, -0.2208, -1.2656], [-2.0615, 1.3183, -6.7565], [-1.1954, 0.1054, -4.7794], [-4.0827, 2.0850, -2.3107], [-4.9562, 3.2842, -4.2977]],
  "forces_ev_per_a": [[-0.4, 0.0, 0.2], [0.0, 0.0, 0.0], [0.0, 0.0, 0.0], [0.0, 0.0, 0.0], [0.0, 0.0, 0.0], [0.0, 0.0, 0.0], [0.0, 0.0, 0.0], [0.0, 0.1, 0.1], [0.0, -0.2, 0.0], [0.0, -0.1, 0.0], [0.0, 0.3, 0.1], [0.0, -0.2, -0.2], [0.0, 0.1, 0.0], [0.0, -0.1, -0.1], [-0.1, -0.1, 0.1], [0.0, 0.0, 0.0], [0.0, 0.0, 0.0], [0.0, 0.0, 0.0], [0.1, -0.1, -0.1], [0.0, 0.0, -0.1], [0.0, 0.0, 0.0], [-0.1, 0.1, -0.1], [0.0, 0.0, 0.0], [0.0, 0.0, 0.0], [0.0, 0.0, 0.0], [0.0, 0.0, 0.0], [0.0, 0.0, 0.0], [0.0, 0.0, 0.0], [0.0, 0.0, 0.0], [0.0, 0.0, 0.0], [0.0, 0.0, 0.0], [0.0, 0.0, 0.0], [0.0, 0.0, 0.0], [0.0, 0.0, 0.0], [0.0, 0.0, 0.0], [0.0, 0.0, 0.0], [0.3, 0.2, -0.1], [-0.2, -0.1, 0.1], [-0.1, 0.0, -0.2], [0.1, 0.0, 0.0], [-0.1, 0.0, -0.1], [0.0, -0.1, 0.0], [0.2, 0.2, -0.1], [0.0, 0.1, 0.0], [0.0, 0.0, 0.0], [0.0, 0.0, 0.0], [0.0, 0.0, 0.0], [0.0, 0.1, 0.1], [0.0, -0.1, 0.0], [0.0, 0.0, 0.0], [0.0, 0.0, 0.0], [0.0, 0.0, 0.0], [0.0, 0.0, 0.0], [0.0, 0.0, 0.0], [0.0, 0.0, 0.0], [0.0, 0.0, 0.0], [0.0, 0.0, 0.0], [0.0, 0.0, 0.0], [0.0, 0.0, 0.1], [0.0, 0.0, 0.0], [0.1, 0.1, 0.0], [0.0, -0.1, 0.1], [0.0, 0.0, 0.0], [0.0, 0.0, 0.0], [0.0, 0.1, 0.0], [0.0, 0.0, 0.0], [0.0, 0.0, 0.0], [0.1, -0.2, 0.0], [0.0, 0.0, 0.0], [0.0, 0.0, 0.0], [0.0, 0.0, 0.0], [0.0, 0.0, 0.0], [0.0, 0.0, 0.0], [0.0, 0.0, 0.0], [0.0, 0.0, 0.0], [0.0, 0.0, 0.0], [0.0, 0.0, 0.0], [0.0, 0.0, 0.0], [0.0, 0.0, 0.0], [0.0, 0.0, 0.0], [0.0, 0.0, 0.0], [0.0, 0.0, 0.0], [0.0, 0.0, 0.0], [0.0, 0.0, 0.0], [0.0, 0.0, 0.0], [0.0, 0.0, 0.0], [0.0, 0.0, 0.0], [0.0, 0.0, 0.0], [-0.1, 0.0, 0.0], [0.1, 0.0, 0.0], [0.0, 0.2, 0.1], [0.1, 0.0, 0.0], [-0.1, 0.0, 0.0], [0.0, 0.0, 0.0], [0.0, 0.0, 0.0], [0.0, 0.0, 0.0], [0.0, 0.0, 0.0], [0.0, 0.0, 0.0], [0.0, 0.0, 0.0], [0.0, 0.0, 0.0], [0.0, 0.0, 0.0], [0.0, 0.0, 0.0], [0.0, 0.0, 0.0], [0.1, -0.1, 0.1], [0.0, 0.0, 0.0], [0.0, 0.1, -0.1], [0.0, 0.0, 0.1], [0.0, 0.0, 0.0], [-0.1, -0.1, -0.2], [0.1, 0.1, 0.3], [0.0, 0.0, 0.0], [0.0, 0.0, 0.0], [0.0, 0.0, 0.0], [0.0, 0.0, 0.0]],
  "mulliken_spin": [2.1607, 0.0006, -0.0003, 0.0000, -0.0028, -0.0029, -0.0037, 0.0048, -0.0030, 0.0133, 0.0744, -0.0022, -0.0092, 0.0106, -0.0899, -0.0109, 0.0185, -0.0119, -0.0022, -0.0758, 0.0000, -0.0002, 0.0000, 0.0000, 0.0000, -0.0001, -0.0002, 0.0012, 0.0002, 0.0000, -0.0004, -0.0223, 0.0010, 0.0005, -0.0003, 0.0002, 0.0139, -0.0097, 0.0064, 0.0030, 0.0836, 0.0009, -0.0220, 0.0133, 0.0003, 0.0000, 0.0003, -0.0004, -0.0003, 0.0001, -0.0001, 0.0001, -0.0001, 0.0018, 0.0005, -0.0003, 0.0005, -0.0004, 0.0022, 0.0067, -0.0073, 0.0010, 0.0003, 0.0000, -0.0008, -0.0016, 0.0004, -0.0186, 0.0006, 0.0000, 0.0000, 0.0002, -0.0001, 0.0000, 0.0000, 0.0000, 0.0000, 0.0001, 0.0000, 0.0000, 0.0000, -0.0027, 0.0071, 0.0000, 0.0000, 0.0000, 0.0000, 0.0060, -0.0076, 0.0178, -0.0946, 0.0146, -0.0067, 0.0003, -0.0004, -0.0001, -0.0086, -0.0001, 0.0003, -0.0007, 0.0006, 0.0002, 0.0163, -0.0066, 0.0236, -0.0147, 0.0239, -0.0052, 0.1685, -0.2566, 0.0000, 0.0005, 0.0024, 0.0000],
  "multiplicity": 3,
  "homo_energy_ev": [-12.64, -12.96],
  "gap_ev": [7.449, 7.493],
  "charge": 2,
  "s2": 2.027
}



# 3
{
  "formula": "CH7N2O",
  "method": "the ωB97M-V functional and the def2-TZVPD basis",
  "elements": ["O", "H", "H", "H", "N", "C", "N", "H", "H", "H", "H"],
  "positions_angstrom": [[0.0748, -0.3724, -2.1909], [0.2098, 0.3874, -0.7395], [-0.5169, -0.8416, -2.7898], [0.9497, -0.7007, -2.4806], [-0.0536, 0.8005, 0.2060], [-0.3701, -0.0837, 1.3586], [0.6282, -0.4657, 1.9982], [0.8025, 1.3158, 0.4643], [-0.6933, 1.5924, 0.0925], [-1.3802, -0.4795, 1.3967], [0.3491, -1.1526, 2.6845]],
  "forces_ev_per_a": [[1.1, -0.5, -0.5], [-1.2, -0.5, 0.4], [-0.4, 0.1, 0.1], [-0.4, 0.3, 0.2], [1.1, 2.0, 0.4], [0.7, -1.1, -0.9], [-0.4, 0.4, -0.2], [0.1, -0.4, 0.3], [-0.5, -0.5, -0.3], [-0.2, 0.4, 0.0], [0.1, -0.2, 0.5]],
  "mulliken_charge": [-0.6873, 0.2584, 0.3271, 0.3406, -0.3153, 0.0542, -0.4762, 0.4236, 0.3991, 0.3735, 0.3023],
  "homo_energy_ev": -16.17,
  "gap_ev": 12.511,
  "charge": 1,
  "relative_energy_ev": 1.521
}



# 4
{
  "formula": "C3H6N2O2",
  "method": "the ωB97M-V functional and the def2-TZVPD basis",
  "elements": ["C", "C", "C", "N", "N", "O", "O", "H", "H", "H", "H", "H", "H"],
  "positions_angstrom": [[-3.0144, -0.8156, 0.2922], [-2.6341, -0.1968, 1.3633], [1.9252, 1.0371, -0.8940], [1.9123, -0.4434, -0.7601], [1.1220, -1.0681, 0.0844], [-3.3096, -1.3686, -0.7002], [0.3402, -0.4103, 0.6837], [-2.9133, 0.7822, 1.6812], [-1.9423, -0.7048, 1.9411], [2.6154, -0.9940, -1.0399], [3.0211, 1.5108, -0.5949], [1.1201, 1.4020, -0.1650], [1.7573, 1.2697, -1.8918]],
  "forces_ev_per_a": [[-0.6, -0.4, -1.9], [-0.7, 0.5, -0.1], [2.1, 0.0, 3.4], [-2.6, 3.8, 1.1], [1.0, -1.8, -0.4], [0.3, 0.5, 1.2], [-1.4, 1.1, 0.9], [-0.4, 0.3, -0.2], [1.3, -0.9, 1.0], [3.0, -2.3, -1.5], [-2.8, -1.3, -0.6], [1.3, -0.3, -1.3], [-0.6, 0.7, -1.7]],
  "mulliken_charge": [0.8882, -1.0079, -0.5904, 0.0758, -0.0864, -0.3917, -0.3607, 0.2638, 0.2410, 0.2429, 0.2188, 0.2344, 0.2723],
  "smiles": "C=C=O.CNN=O",
  "homo_energy_ev": -8.95,
  "gap_ev": 9.822,
  "charge": 0,
  "relative_energy_ev": 5.370
}



no.,calculated total energy (Eh)
1,-7969.9526
2,-3870.5464
3,-226.7795
4,-377.7620